# 1
This record from OMol25 describes 2 unconnected molecules or ions with the total composition C6H14O. The level of theory is ωB97M-V/def2-TZVPD.

Last column: Mulliken charge in e.
Atoms and positions in Å:
C: 0.3599 -0.4340 2.5447  -1.19
C: -0.2578 0.4610 1.3130  -0.55
C: 0.3636 0.1488 -0.0509  0.42
C: 0.9040 -1.1194 -0.2111  -0.97
C: 0.0602 1.0316 -1.2267  -0.22
C: 1.1773 1.1216 -2.3492  -1.17
H: 1.4243 -0.7290 2.3193  0.37
H: -0.3270 -1.2937 2.7791  0.24
H: 0.5291 0.3215 3.3408  0.37
H: -1.3646 0.4590 1.3899  0.31
H: -0.0222 1.5316 1.5303  0.35
H: 0.7323 -2.0667 0.3146  0.34
H: 1.8739 -1.2620 -0.7859  0.18
H: -0.0983 2.0688 -0.8785  0.35
H: -0.8892 0.5809 -1.6395  0.20
H: 2.1088 1.5612 -1.9712  0.32
H: 0.7075 1.7575 -3.1715  0.34
H: 1.4246 0.1144 -2.7655  0.31
H: -3.3431 -1.3604 0.4614  0.27
H: -2.7269 -1.7761 -0.8210  0.28
O: -2.6365 -1.1167 -0.1219  -0.54

Calculated values
LUMO: 0.61 eV
E: -312.1601 hartree
Relative energy (zero: lowest compared OMol25 entry of this formula, charge and spin): 59.55 kcal per mole

***

# 2
This record from OMol25 describes C6H14O in the gas phase. The level of theory is ωB97M-V/def2-TZVPD.

Last column: Mulliken charge in e.
Atoms and positions in Å:
C: 1.6437 -0.0287 -2.2609  -1.21
C: 2.1277 -0.8297 -0.7941  -0.59
C: 1.4698 -0.1678 0.4345  -0.24
C: 0.1782 -0.7026 1.0719  -0.59
C: -0.9357 0.3180 0.8576  -0.47
O: -2.1481 -0.1713 1.3743  -0.32
C: -3.2057 0.7244 1.1592  -0.70
H: 2.3704 -0.3370 -3.0120  0.39
H: 1.6207 1.0943 -2.3116  0.35
H: 0.6381 -0.3241 -2.6260  0.30
H: 1.7857 -1.8485 -0.9431  0.30
H: 3.2083 -0.7171 -0.7486  0.36
H: 2.1004 0.4499 1.0926  0.37
H: 1.2458 0.4068 -0.4873  0.05
H: 0.2363 -0.9071 2.1533  0.31
H: -0.1255 -1.6462 0.6034  0.23
H: -0.6693 1.2737 1.3453  0.32
H: -1.0395 0.5288 -0.2230  0.32
H: -3.0201 1.6976 1.6418  0.29
H: -4.1088 0.2839 1.5886  0.25
H: -3.3726 0.9025 0.0841  0.29

Calculated values
LUMO: 1.10 eV
E: -312.1366 hartree
Relative energy (zero: lowest compared OMol25 entry of this formula, charge and spin): 74.34 kcal per mole

***

# 3
This record from OMol25 describes 2 unconnected molecules or ions with the total composition C6H14O. The level of theory is ωB97M-V/def2-TZVPD.

Last column: Mulliken charge in e.
Atoms and positions in Å:
C: -1.2994 -1.4058 -0.7508  -1.13
C: -0.6756 -1.1157 0.5857  -0.49
C: -2.3066 1.5193 0.5632  -0.83
C: 0.5161 -0.5507 0.7629  -0.35
C: 1.4134 -0.1199 -0.3688  0.61
C: 2.5371 0.7941 0.1057  -1.48
O: 1.9340 -1.3142 -0.9483  -0.53
H: -2.3863 -1.5214 -0.6787  0.36
H: -0.8721 -2.3387 -1.1304  0.33
H: -1.0902 -0.6251 -1.4933  0.27
H: -1.2536 -1.3953 1.4668  0.43
H: -3.0686 0.7409 0.6731  0.23
H: -2.3503 1.9369 -0.4456  0.24
H: -2.4575 2.2970 1.3139  0.34
H: 0.8942 -0.4086 1.7741  0.35
H: -1.3317 1.0667 0.7178  0.06
H: 0.8183 0.4229 -1.1269  0.16
H: 3.1222 0.2975 0.8869  0.34
H: 2.1428 1.7382 0.5003  0.34
H: 3.2141 1.0325 -0.7228  0.43
H: 2.4998 -1.0505 -1.6847  0.33

Calculated values
LUMO: 0.93 eV
E: -312.2078 hartree
Relative energy (zero: lowest compared OMol25 entry of this formula, charge and spin): 29.63 kcal per mole

***

# 4
This record from OMol25 describes 3 unconnected molecules or ions with the total composition C6H14O2. The level of theory is ωB97M-V/def2-TZVPD.

Last column: Mulliken charge in e.
Atoms and positions in Å:
C: -0.2757 -0.4942 1.5093  -0.34
C: 0.6531 -0.0781 2.4321  -1.32
C: 1.2505 -1.2255 -0.3331  -0.06
C: 0.0258 -0.9761 0.1058  1.16
C: -1.1516 -0.7373 -0.7714  -1.41
C: 1.5215 -1.5157 -1.7725  -1.32
H: -1.2692 -0.2852 1.8036  0.25
H: 1.5716 -0.2446 2.5450  0.52
H: 0.3751 0.6497 3.2532  0.22
H: 2.0967 -1.0832 0.2557  0.40
H: -2.1360 -0.7796 -0.1888  0.44
H: -1.3587 -1.5154 -1.4944  0.38
H: -0.9920 0.1765 -1.4099  0.22
H: 0.7645 -1.8274 -2.4318  0.38
H: 2.2606 -2.2599 -1.9264  0.41
H: 1.9509 -0.6443 -2.3484  0.19
H: -3.2774 1.9278 0.0371  0.33
H: -2.6816 0.6214 0.7486  0.23
O: -2.9466 1.5109 0.8593  -0.65
H: 2.1130 1.8553 -1.4940  0.29
H: 1.5358 2.5418 -0.3946  0.33
O: 1.3097 2.3676 -1.3563  -0.63

Calculated values
LUMO: 0.55 eV
E: -387.3764 hartree
Relative energy (zero: lowest compared OMol25 entry of this formula, charge and spin): 82.25 kcal per mole

***

# 5
This record from OMol25 describes 3 unconnected molecules or ions with the total composition C6H14O2. The level of theory is ωB97M-V/def2-TZVPD.

Last column: Mulliken charge in e.
Atoms and positions in Å:
C: -0.4666 1.3964 1.8188  -1.31
C: -1.4579 0.3946 1.1672  -0.30
C: -1.3729 0.2103 -0.2824  0.77
C: -2.3977 -0.2319 -1.0225  -1.20
C: 0.9319 -0.4511 -0.5687  -1.92
C: -0.1146 0.3027 -0.9662  -0.36
H: -0.6659 1.4695 2.9501  0.33
H: -0.3930 2.2935 1.3438  0.46
H: 0.4914 1.0518 2.0464  0.29
H: -2.4425 0.8267 1.3159  0.37
H: -1.2494 -0.5960 1.6983  0.19
H: -2.1796 -0.2960 -2.2099  0.21
H: -3.4229 -0.1577 -0.8182  0.41
H: 1.7829 -0.4251 -1.2985  0.58
H: 0.9356 -0.9789 0.3238  0.95
H: -0.1677 1.0788 -1.7865  0.39
H: 0.2731 -2.0387 -1.9464  0.38
H: 1.6213 -2.3794 -1.4122  0.39
O: 1.1540 -2.2629 -2.3240  -0.68
H: 2.9768 1.0299 0.6099  0.31
H: 2.7447 -0.4290 0.7882  0.37
O: 3.4191 0.1925 0.5731  -0.63

Calculated values
LUMO: 0.54 eV
E: -387.3551 hartree
Relative energy (zero: lowest compared OMol25 entry of this formula, charge and spin): 95.64 kcal per mole

***

# 6
This record from OMol25 describes 3 unconnected molecules or ions with the total composition C6H14O2. The level of theory is ωB97M-V/def2-TZVPD.

Last column: Mulliken charge in e.
Atoms and positions in Å:
C: 1.1110 1.8335 -1.3879  -1.40
C: 1.3434 0.4385 -0.8158  0.79
C: 2.2521 -0.4128 -1.3116  -0.84
C: -0.0655 -1.3336 2.1664  -1.40
C: 0.2932 -1.0369 0.8011  0.31
C: 0.6147 0.1982 0.4323  -0.35
H: 0.8776 2.5877 -0.5808  0.29
H: 1.8768 2.1193 -2.0970  0.38
H: 0.2248 2.0345 -1.9639  0.33
H: 2.9769 -0.0758 -2.1090  0.26
H: 2.1937 -1.4767 -1.0024  0.21
H: -1.1495 -1.1754 2.3340  0.16
H: 0.5343 -0.8225 2.9643  0.30
H: 0.0074 -2.3270 2.3877  0.43
H: 0.4722 -1.9127 0.1138  0.22
H: 0.5556 1.0130 1.1433  0.30
H: -2.8275 -0.0483 1.7921  0.33
H: -3.5844 0.1992 0.3958  0.30
O: -3.7565 0.0126 1.2434  -0.64
H: -0.9915 -0.5807 -1.7726  0.33
H: -1.2673 0.7477 -1.1660  0.31
O: -1.6914 0.0184 -1.5673  -0.61

Calculated values
LUMO: 0.56 eV
E: -387.3922 hartree
Relative energy (zero: lowest compared OMol25 entry of this formula, charge and spin): 72.38 kcal per mole

***

# 7
This record from OMol25 describes 3 unconnected molecules or ions with the total composition C6H14O2. The level of theory is ωB97M-V/def2-TZVPD.

Last column: Mulliken charge in e.
Atoms and positions in Å:
C: -1.5577 -0.1891 1.5379  -1.21
C: -1.3444 1.2691 1.2137  0.99
C: -0.9864 1.6245 -0.0192  -0.23
C: -0.7253 0.7468 -1.1564  -0.05
C: -0.3262 1.2119 -2.3397  -0.91
C: -1.7294 2.2690 2.2532  -1.39
H: -2.3849 -0.5610 0.9300  0.33
H: -1.8646 -0.4253 2.5595  0.33
H: -0.6851 -0.8267 1.3932  0.14
H: -0.8178 2.6714 -0.2534  0.22
H: -0.6195 -0.3163 -0.9599  0.28
H: -0.1924 2.2882 -2.4272  0.23
H: -0.0518 0.5804 -3.1737  0.30
H: -1.2978 1.9804 3.2063  0.35
H: -2.7917 2.2797 2.5184  0.31
H: -1.4117 3.2531 1.9431  0.34
H: 3.8005 -4.4851 -2.0724  0.31
H: 3.9784 -2.9656 -2.3254  0.31
O: 3.3312 -3.6505 -2.1364  -0.62
H: 2.4591 -1.1131 0.2633  0.29
H: 1.0426 -1.1908 0.9716  0.33
O: 1.8362 -1.6714 0.7410  -0.65

Calculated values
LUMO: 0.79 eV
E: -387.4343 hartree
Relative energy (zero: lowest compared OMol25 entry of this formula, charge and spin): 45.97 kcal per mole

***

# 8
This record from OMol25 describes 3 unconnected molecules or ions with the total composition C6H14O2. The level of theory is ωB97M-V/def2-TZVPD.

Last column: Mulliken charge in e.
Atoms and positions in Å:
C: 0.4433 -0.5833 2.0772  -1.18
C: 0.4768 0.6534 1.1866  0.79
C: -0.4003 1.6261 1.3577  -1.14
C: 2.5214 1.2999 0.0106  -1.02
C: 1.3999 0.5863 0.0192  0.43
C: 0.9639 -0.1966 -1.1770  -1.01
H: -0.5438 -1.0503 1.9990  0.27
H: 0.5339 -0.2065 3.1054  0.37
H: 1.1329 -1.3918 1.8468  0.34
H: -0.4034 2.5203 0.7392  0.32
H: -0.9842 1.6947 2.2776  0.34
H: 3.1969 1.2403 -0.8212  0.31
H: 2.8783 1.8415 0.8755  0.31
H: 0.7390 -1.2315 -0.9202  0.33
H: 1.7587 -0.2513 -1.9151  0.43
H: 0.0622 0.2268 -1.6282  0.12
H: -3.0119 -1.5477 -0.1798  0.27
H: -2.3130 -0.1073 0.4511  0.33
O: -2.3327 -1.0375 0.2460  -0.61
H: -2.6147 -1.7584 -2.8619  0.30
H: -1.4260 -0.9005 -3.0944  0.35
O: -2.0773 -1.4265 -3.5942  -0.65

Calculated values
LUMO: 0.44 eV
E: -387.4255 hartree
Relative energy (zero: lowest compared OMol25 entry of this formula, charge and spin): 51.44 kcal per mole

***

no.,maximum force (eV/A),gap between HOMO and LUMO (eV)
1,3.57,8.696
2,4.00,10.405
3,0.35,10.259
4,9.02,9.020
5,5.17,9.772
6,7.96,9.476
7,1.18,9.260
8,2.49,9.994